one) Density functional theory data (the ωB97M-V functional and the def2-TZVPD basis) for the molecule C7H8N2O.

Each line ends with the Mulliken charge.
Geometry (Å):
C 0.53 -1.83 0.74  -1.44
C 0.09 -0.40 0.49  1.98
C 0.29 0.51 1.74  -1.72
C -1.32 -0.18 0.00  -1.18
C -1.48 0.49 -1.13  -0.36
C -0.31 0.97 -1.74  -0.03
C 0.21 1.92 -2.62  0.31
N 0.59 2.66 -3.43  -0.45
N 0.85 0.15 -0.58  0.21
O 2.03 0.34 -0.65  -0.57
H 1.06 -2.17 -0.13  0.41
H -0.26 -2.58 0.78  0.33
H 1.18 -1.77 1.61  0.37
H 1.21 0.92 1.72  0.49
H 0.32 -0.21 2.53  0.42
H -0.43 1.23 1.96  0.39
H -2.18 -0.73 0.34  0.41
H -2.40 0.69 -1.67  0.43

Properties
Kohn-Sham gap (spin up / spin down) = 8.83 / 6.71 eV
spin multiplicity = 1
SMILES string = CC1(C)C=CC(C#N)=[N+]1[O-]
lowest unoccupied orbital energy (spin up / spin down) = 0.3453 / -1.4295 eV

two) Density functional theory data (the ωB97M-V functional and the def2-TZVPD basis) for a 2-piece molecular cluster, C7H8N2O overall.

Each line ends with the Mulliken charge.
Geometry (Å):
N 0.83 2.82 -1.36  -0.77
C 0.41 1.65 -1.33  0.79
C -0.02 0.48 -2.08  -0.44
C -1.39 0.31 -1.44  -0.44
C -0.18 0.60 -0.47  0.02
C 0.64 -0.47 -1.03  -0.79
H 0.90 3.34 -0.49  0.25
H -2.09 1.07 -1.72  0.27
H -1.84 -0.74 -1.49  0.24
H 0.40 -1.54 -1.04  0.42
H 1.62 -0.49 -0.80  0.36
C 0.47 -0.37 2.20  -0.49
O 0.59 -1.77 2.16  -0.38
C -0.29 -2.30 1.43  0.61
N -1.17 -2.51 0.74  -0.44
H -0.67 -0.18 1.94  0.30
H 1.24 0.07 1.49  0.18
H 0.56 0.01 3.27  0.31

Properties
Kohn-Sham gap = 10.54 eV
spin multiplicity = 1
SMILES string = N=C1[C@]23C[C@]12C3.COC#N
lowest unoccupied orbital energy = 0.6319 eV

Last place for stability: two)

one) Density functional theory data (the ωB97M-V functional and the def2-TZVPD basis) for a 3-piece molecular cluster, C10H11N3O2 overall.

Each line ends with the Mulliken charge.
Geometry (Å):
O -3.85 -3.28 3.45  -0.60
N -3.18 -3.25 2.45  0.94
O -2.88 -4.24 1.81  -0.59
C -2.78 -1.96 1.89  0.26
C -1.88 -1.87 0.77  -0.47
C -1.49 -0.62 0.33  -0.37
C -2.13 0.55 0.86  -0.63
C -3.04 0.42 1.85  -0.27
C -3.36 -0.77 2.42  -0.45
H -1.35 -2.77 0.48  0.42
H -0.82 -0.45 -0.50  0.61
H -1.88 1.50 0.43  0.40
H -3.57 1.27 2.25  0.35
H -4.07 -0.87 3.22  0.42
C 4.10 3.16 -3.14  -0.77
C 3.07 2.90 -2.13  0.38
N 2.27 2.73 -1.28  -0.49
H 4.38 2.22 -3.62  0.27
H 4.94 3.52 -2.55  0.26
H 3.78 3.89 -3.88  0.29
C 2.72 -0.10 -0.87  -0.42
C 1.49 -0.91 -0.81  0.31
N 0.54 -1.51 -0.74  -0.39
H 3.34 -0.33 -1.73  0.28
H 3.25 -0.17 0.08  0.29
H 2.38 0.93 -1.03  -0.03

Properties
Kohn-Sham gap = 9.38 eV
spin multiplicity = 1
SMILES string = O=[N+]([O-])c1ccccc1.CC#N.CC#N
lowest unoccupied orbital energy = 0.0177 eV

two) Density functional theory data (the ωB97M-V functional and the def2-TZVPD basis) for the molecule C10H11N3O2.

Each line ends with the Mulliken charge.
Geometry (Å):
O -1.49 2.42 0.80  -0.60
C -1.68 1.48 0.08  0.57
N -2.81 1.01 -0.42  -0.02
O -4.05 1.59 -0.09  -0.42
C -0.29 0.46 -0.59  -0.77
N 0.92 1.04 -0.14  0.37
C 1.33 1.13 1.15  -0.26
C 2.54 1.75 1.18  -0.63
C 2.88 2.07 -0.15  -0.61
C 1.86 1.62 -0.94  -0.35
N -0.52 -0.87 -0.14  0.37
C -0.18 -2.00 -0.82  -0.50
C -0.47 -3.09 -0.05  -0.58
C -1.00 -2.60 1.16  -0.70
C -1.02 -1.24 1.08  -0.23
H -2.92 0.16 -0.95  0.22
H -3.84 2.38 0.43  0.36
H -0.37 0.53 -1.68  0.59
H 0.74 0.73 1.95  0.32
H 3.12 1.97 2.05  0.45
H 3.77 2.56 -0.49  0.43
H 1.74 1.66 -2.01  0.36
H 0.25 -1.94 -1.81  0.41
H -0.32 -4.12 -0.31  0.43
H -1.33 -3.19 2.00  0.47
H -1.35 -0.51 1.79  0.35

Properties
Kohn-Sham gap = 9.02 eV
spin multiplicity = 1
SMILES string = O=C(NO)C(n1cccc1)n1cccc1
lowest unoccupied orbital energy = 0.6530 eV

Last place for stability: one)

one) Density functional theory data (the ωB97M-V functional and the def2-TZVPD basis) for the molecule C9H10N2O3S.

Each line ends with the Mulliken charge.
Geometry (Å):
O 2.04 -4.38 0.84  -0.60
C 1.41 -3.35 0.90  0.36
C 1.65 -2.41 1.93  -0.63
C 0.88 -1.29 2.09  -0.06
N 0.01 -1.00 1.09  0.10
C -0.19 -1.90 0.12  0.73
N 0.36 -3.01 -0.02  -0.68
O -1.11 -1.51 -0.74  -0.36
C -1.66 -0.33 -0.41  -0.08
C -1.22 0.87 -1.31  -0.92
C 0.00 1.57 -0.65  0.13
C 0.30 2.94 -1.16  -0.60
O 0.67 2.83 -2.54  -0.53
S -0.51 1.69 1.10  -0.18
C -1.06 -0.01 1.10  -0.07
H 2.41 -2.75 2.68  0.32
H 0.98 -0.60 2.84  0.49
H -2.73 -0.37 -0.65  0.31
H -0.88 0.47 -2.36  0.23
H -2.14 1.40 -1.50  0.44
H 0.74 0.78 -0.66  0.26
H 1.09 3.46 -0.61  0.41
H -0.57 3.62 -1.18  0.27
H 1.29 3.49 -2.88  0.31
H -1.77 -0.20 1.99  0.35

Properties
Kohn-Sham gap = 9.37 eV
spin multiplicity = 1
SMILES string = O=c1ccn2c(n1)O[C@@H]1C[C@@H](CO)S[C@@H]12
lowest unoccupied orbital energy = 0.2745 eV

two) Density functional theory data (the ωB97M-V functional and the def2-TZVPD basis) for the molecule C9H10N2O3S.

Each line ends with the Mulliken charge.
Geometry (Å):
C 2.94 -0.42 -0.91  -0.53
C 3.02 0.86 -0.50  -0.73
C 1.82 -1.21 -0.75  -0.53
C 1.89 1.42 0.10  -0.34
C 0.71 -0.71 -0.05  0.33
C 0.82 0.64 0.36  0.40
C -1.27 -0.08 0.65  0.03
C -0.81 -2.57 0.10  -1.03
C -0.99 2.36 0.86  -0.96
N -0.58 -1.18 0.28  0.26
N -0.50 1.01 0.73  0.15
O -3.58 -1.27 0.49  -0.63
O -3.64 1.16 0.10  -0.66
O -2.41 -0.36 -1.42  -0.59
S -2.97 -0.13 -0.13  1.22
H 3.79 -0.79 -1.39  0.45
H 3.75 1.60 -0.63  0.43
H 1.98 -2.22 -0.95  0.37
H 1.83 2.56 0.01  0.20
H 0.07 -3.14 0.37  0.42
H -1.71 -2.84 0.75  0.37
H -1.07 -2.86 -0.93  0.32
H -2.07 2.49 1.00  0.35
H -0.52 2.78 1.77  0.38
H -0.48 2.91 0.10  0.32

Properties
Kohn-Sham gap = 9.25 eV
spin multiplicity = 1
lowest unoccupied orbital energy = -0.4024 eV

Last place for stability: two)